Entry 1:
{
  "formula": "C25H28HfN7O6",
  "method": "ωB97M-V/def2-TZVPD",
  "homo_lumo_gap_ev": 7.16,
  "mol_weight_g_mol": 701.03,
  "e_above_lowest_kcal_mol": 37.0,
  "largest_force_ev_per_a": 0.49,
  "total_energy_ha": -1852.18860,
  "total_charge": 1,
  "symbols": ["Hf", "O", "C", "O", "C", "C", "C", "C", "C", "N", "C", "O", "O", "H", "H", "H", "H", "C", "C", "O", "C", "C", "C", "N", "N", "C", "O", "C", "C", "C", "C", "C", "C", "H", "H", "H", "H", "H", "H", "H", "H", "H", "H", "H", "H", "C", "N", "C", "N", "C", "N", "C", "N", "C", "C", "H", "H", "H", "H", "H", "H", "H", "H", "H", "H", "H", "H"],
  "positions_angstrom": [[0.147331, -0.205908, 0.256411], [3.102010, -3.540942, -0.282188], [2.403533, -2.434658, -0.318387], [1.217998, -2.365309, -0.018606], [3.122950, -1.215897, -0.752943], [4.445492, -1.115924, -1.116796], [4.915389, 0.142990, -1.499539], [4.051867, 1.222771, -1.513011], [2.727932, 1.016138, -1.142682], [2.290385, -0.173704, -0.767380], [1.644216, 2.083426, -1.134036], [1.931050, 3.231938, -1.332923], [0.466542, 1.561504, -0.901946], [2.546060, -4.280402, 0.017665], [5.086699, -1.985563, -1.102123], [5.950511, 0.268113, -1.786493], [4.362793, 2.218003, -1.798652], [-2.764291, -1.320511, 3.033777], [-1.327761, -1.242424, 2.645544], [-1.068713, -1.453772, 1.335807], [-0.321433, -1.004988, 3.509325], [1.001034, -1.108501, 2.874739], [1.708363, -2.419370, 2.975516], [1.523072, -0.208098, 2.090112], [1.257656, 1.162758, 2.238511], [0.115946, 1.748202, 1.998162], [-0.885692, 1.152003, 1.397129], [-0.020661, 3.174468, 2.347587], [0.876672, 3.774402, 3.229329], [0.734138, 5.111997, 3.549810], [-0.298944, 5.854680, 2.989011], [-1.190760, 5.258175, 2.110422], [-1.055079, 3.917045, 1.789742], [-3.326833, -0.597652, 2.439330], [-2.905593, -1.100787, 4.089020], [-3.157376, -2.315020, 2.816318], [-0.463504, -0.968271, 4.578659], [1.898195, -2.609307, 4.035114], [2.660584, -2.408211, 2.447830], [1.062493, -3.222844, 2.617725], [1.675967, 3.183421, 3.654630], [1.426776, 5.577679, 4.237741], [-0.407082, 6.901947, 3.238673], [-1.991886, 5.837377, 1.671428], [-1.740510, 3.438720, 1.103813], [-2.555164, -1.021640, -1.240106], [-3.374366, -1.429234, -2.354475], [-2.879620, -2.709283, -2.862806], [-1.489009, -2.601640, -3.320414], [-0.663220, -2.187758, -2.211954], [-1.100446, -0.863678, -1.638350], [-1.067436, 0.136538, -2.775799], [-1.893436, -0.284684, -3.881631], [-3.276040, -0.429440, -3.420631], [-1.424089, -1.580121, -4.370504], [-2.605240, -1.760421, -0.443018], [-2.902132, -0.059941, -0.854508], [-3.502322, -3.027795, -3.698175], [-2.940532, -3.459558, -2.072947], [0.369685, -2.082664, -2.551829], [-0.710260, -2.933256, -1.418688], [-0.033887, 0.239661, -3.106250], [-1.406513, 1.098207, -2.396818], [-3.902131, -0.736797, -4.257733], [-3.634215, 0.531643, -3.049212], [-0.392942, -1.483505, -4.715845], [-2.044223, -1.894331, -5.209485]],
  "forces_ev_per_angstrom": [[0.2412, -0.0331, -0.4259], [0.0150, -0.0539, -0.0072], [-0.0018, 0.0854, 0.0573], [-0.0510, -0.0889, 0.0088], [-0.0197, -0.0398, -0.0043], [0.0156, -0.0343, -0.0022], [-0.0181, 0.0282, 0.0061], [0.0332, -0.0054, 0.0140], [-0.1168, -0.0329, 0.0194], [-0.0176, 0.0822, 0.0105], [0.1076, -0.0288, -0.0351], [-0.1375, 0.0136, -0.0829], [0.0344, -0.0209, 0.3025], [-0.0001, 0.0426, -0.0108], [0.0095, 0.0105, -0.0037], [0.0009, -0.0068, 0.0011], [0.0030, -0.0017, -0.0012], [0.0290, -0.0052, -0.0658], [-0.1157, -0.0353, 0.0902], [0.0307, 0.0746, -0.0238], [0.1040, -0.0105, -0.0682], [-0.0509, 0.0295, 0.0150], [-0.0123, 0.0028, -0.0588], [0.0370, -0.3038, -0.0404], [-0.0088, 0.3548, 0.1486], [-0.1335, 0.0956, 0.0980], [0.1332, -0.1250, -0.0943], [0.0599, 0.0381, -0.0059], [-0.0027, -0.0294, -0.0164], [-0.0208, 0.0126, -0.0119], [0.0284, -0.0142, 0.0154], [-0.0257, -0.0079, -0.0267], [-0.0197, -0.0363, -0.0077], [-0.0197, -0.0003, 0.0226], [-0.0003, -0.0079, 0.0056], [-0.0135, 0.0103, -0.0168], [-0.0295, 0.0046, 0.0002], [0.0049, -0.0083, 0.0021], [0.0120, 0.0025, 0.0263], [-0.0008, -0.0012, 0.0147], [0.0052, 0.0068, 0.0039], [-0.0025, 0.0084, -0.0015], [0.0003, 0.0002, 0.0026], [0.0044, 0.0086, 0.0067], [-0.0046, 0.0142, -0.0003], [-0.1316, -0.0179, -0.0060], [0.0368, 0.0328, 0.0014], [-0.0029, -0.0209, -0.0072], [0.0021, 0.0491, 0.0295], [-0.0933, -0.0813, -0.0589], [0.0977, 0.0275, 0.2036], [-0.0557, 0.0144, -0.1403], [0.0160, -0.0174, 0.0552], [-0.0018, 0.0085, -0.0068], [0.0059, -0.0055, -0.0141], [0.0255, -0.0028, -0.0009], [0.0176, 0.0052, 0.0005], [-0.0024, 0.0015, 0.0006], [-0.0043, 0.0020, 0.0035], [0.0060, 0.0174, 0.0081], [-0.0161, 0.0111, 0.0153], [0.0137, -0.0105, 0.0252], [0.0030, -0.0062, 0.0256], [0.0018, -0.0020, -0.0015], [-0.0009, -0.0020, 0.0039], [0.0002, -0.0005, 0.0025], [-0.0030, 0.0033, 0.0011]]
}



Entry 2:
{
  "formula": "C5H13NO2",
  "method": "ωB97M-V/def2-TZVPD",
  "homo_lumo_gap_ev": 9.83,
  "mol_weight_g_mol": 119.16,
  "e_above_lowest_kcal_mol": 116.1,
  "largest_force_ev_per_a": 4.55,
  "total_energy_ha": -403.39155,
  "total_charge": 0,
  "symbols": ["C", "C", "C", "N", "O", "H", "H", "H", "H", "H", "H", "H", "H", "H", "C", "C", "O", "H", "H", "H", "H"],
  "positions_angstrom": [[0.667581, 0.347307, 1.089845], [1.472622, 1.367010, 0.343483], [1.442606, -0.620849, 1.934252], [-0.035340, -2.017463, -0.129917], [0.020596, -0.608228, -0.266538], [-0.135792, 0.800783, 1.665751], [-1.010556, -2.250555, 0.062853], [0.275374, -2.440532, -1.001755], [1.932654, -0.071249, 2.743695], [1.954237, 2.033757, 1.065223], [0.816740, 1.998124, -0.252194], [2.236545, 0.887340, -0.264363], [0.764913, -1.316843, 2.426911], [2.172694, -1.161451, 1.335134], [-1.519081, 0.697891, -2.069279], [-1.954461, 0.020563, -0.797599], [-2.112692, 0.506309, 0.339565], [-2.778584, -0.693442, -1.050214], [-1.433863, -0.033141, -2.876807], [-0.515200, 1.104581, -1.959118], [-2.260993, 1.450086, -2.338928]],
  "forces_ev_per_angstrom": [[-0.0284, -1.8915, -1.4178], [-0.2358, 0.0154, 0.1290], [-0.3128, 0.0391, -0.0078], [0.2086, 0.3803, 1.0560], [1.5190, 0.6196, 1.2840], [-0.5204, -0.3441, -0.6168], [0.2398, -0.0407, -0.2291], [-0.1426, 0.3952, 0.0833], [0.1337, 0.0889, -0.1698], [0.0402, -0.1006, 0.0515], [0.0619, -0.0665, -0.2165], [-0.0119, 0.0833, -0.0998], [0.0640, -0.1738, -0.1850], [0.0564, -0.0504, 0.1374], [1.3848, -0.2419, 0.2096], [-3.5987, 2.1078, 1.8294], [0.6039, -0.2208, -2.1005], [0.9468, -1.0849, 0.1184], [-0.2499, -0.0247, 0.0738], [-0.2011, 0.4849, -0.0222], [0.0425, 0.0254, 0.0928]]
}



Entry 3:
{
  "formula": "CH3O2S2",
  "method": "ωB97M-V/def2-TZVPD",
  "homo_lumo_gap_ev": 7.65,
  "mol_weight_g_mol": 111.17,
  "e_above_lowest_kcal_mol": 20.4,
  "largest_force_ev_per_a": 2.84,
  "total_energy_ha": -986.79326,
  "total_charge": -1,
  "symbols": ["C", "O", "O", "S", "S", "H", "H", "H"],
  "positions_angstrom": [[-0.666663, 1.096546, 0.817155], [-3.209933, 0.046638, 1.311099], [-3.155737, -1.472711, -0.630904], [-1.193943, 1.041965, -0.919532], [-3.319388, -0.089269, -0.161549], [0.362260, 0.706203, 1.018162], [-1.454855, 0.485888, 1.363461], [-0.686730, 2.069606, 1.548624]],
  "forces_ev_per_angstrom": [[0.0852, 0.9026, 2.6869], [-0.1835, -0.1034, -0.7727], [0.0353, 0.3632, 0.1431], [-0.2030, 0.2170, 1.1951], [-0.1283, -0.2556, 0.0077], [-0.8579, -0.0554, -0.4697], [1.3728, 0.3162, -0.3838], [-0.1207, -1.3846, -2.4066]]
}



Entry 4:
{
  "formula": "C3H4N2O",
  "method": "ωB97M-V/def2-TZVPD",
  "smiles": "N#C[C@@]1(N)CO1",
  "homo_lumo_gap_ev": 9.85,
  "mol_weight_g_mol": 84.08,
  "e_above_lowest_kcal_mol": 80.1,
  "largest_force_ev_per_a": 6.21,
  "total_energy_ha": -301.35954,
  "total_charge": 0,
  "symbols": ["C", "C", "C", "N", "N", "O", "H", "H", "H", "H"],
  "positions_angstrom": [[-1.445471, 0.488060, 0.572063], [1.013813, 0.811868, 0.190122], [-0.310605, -0.285179, 0.243462], [-2.396197, 1.007739, 0.968133], [-0.217668, -1.406648, -0.634656], [0.812846, -0.232203, 1.103879], [1.742925, 0.833359, -0.666996], [0.900522, 1.882797, 0.449452], [0.695646, -1.797351, -0.770371], [-0.795811, -1.302441, -1.455087]],
  "forces_ev_per_angstrom": [[-1.5028, -0.8405, 0.9286], [-1.6975, 0.2019, -1.5846], [5.6297, 1.6760, -2.0269], [0.4185, 0.1434, -0.4371], [-2.1526, 0.7595, 0.8035], [-0.1087, 0.2786, 0.5823], [-0.6471, -1.4046, 0.9099], [-0.4035, -0.8899, 0.8988], [0.1892, 0.3044, 0.0421], [0.2748, -0.2288, -0.1165]]
}